{"formula": "C6H13N5O2", "method": "ωB97M-V/def2-TZVPD", "elements": ["C", "C", "C", "N", "N", "C", "N", "N", "N", "C", "C", "O", "O", "H", "H", "H", "H", "H", "H", "H", "H", "H", "H", "H", "H", "H"], "positions_angstrom": [[-3.891, 1.670, 0.369], [-3.585, 0.138, 0.065], [-4.624, -0.690, -0.645], [-2.430, -0.431, -0.088], [-1.259, 0.201, 0.148], [-0.062, -0.449, 0.262], [-0.063, -1.739, -0.444], [0.890, 0.107, 0.961], [1.902, -0.794, 0.940], [3.244, -0.166, 0.827], [3.496, 0.381, -0.448], [4.546, 0.286, -1.065], [2.543, 1.346, -0.718], [-5.134, 1.665, -0.027], [-3.367, 2.526, -0.375], [-3.790, 1.954, 1.375], [-5.198, 0.155, -1.254], [-5.461, -1.195, 0.124], [-4.391, -1.531, -1.519], [-1.249, 1.079, 0.511], [1.043, -1.801, -0.629], [-0.711, -1.947, -1.093], [1.894, -1.488, 1.594], [3.316, 0.813, 1.414], [3.889, -1.067, 1.108], [1.699, 1.073, -0.166]], "lowdin_charge": [-0.053, -0.394, -0.128, 0.048, 0.033, -0.359, 0.139, 0.008, -0.123, -0.119, -0.551, 0.097, 0.040, 0.133, 0.132, 0.017, 0.074, 0.120, 0.123, 0.096, 0.149, 0.013, 0.089, 0.165, 0.162, 0.090], "largest_force_ha_per_bohr": 0.1874, "homo_lumo_gap_ev": 8.9, "e_above_lowest_ev": 1.9148}

=====

{"formula": "C6H13N5S", "method": "ωB97M-V/def2-TZVPD", "elements": ["C", "C", "C", "C", "C", "C", "N", "N", "N", "N", "N", "S", "H", "H", "H", "H", "H", "H", "H", "H", "H", "H", "H", "H", "H"], "positions_angstrom": [[-1.259, -2.665, -0.107], [1.554, 0.538, -0.133], [0.635, 2.458, 0.990], [-0.156, 0.214, 1.427], [-0.991, -0.737, -1.560], [-0.626, 1.178, -0.631], [-0.477, -3.691, 0.134], [0.654, -3.446, -0.404], [0.738, -2.398, -1.104], [-0.482, -1.801, -0.924], [0.349, 1.079, 0.408], [-2.727, -2.187, 0.468], [1.422, -0.563, -0.407], [1.873, 0.887, -1.171], [2.519, 0.696, 0.343], [-0.087, 3.151, 0.615], [0.872, 2.365, 2.046], [1.586, 2.757, 0.552], [0.441, -0.197, 2.214], [-0.991, 0.639, 1.861], [-0.740, -0.570, 0.901], [-2.043, -0.657, -1.504], [-0.466, -0.482, -2.514], [-1.419, 1.665, -0.175], [-0.180, 1.767, -1.325]], "lowdin_charge": [-0.920, -0.065, 0.046, -0.035, -0.005, -0.017, -0.007, -0.088, 0.000, -0.227, -0.439, 0.557, 0.091, 0.135, 0.108, 0.098, 0.113, 0.097, 0.126, 0.087, 0.044, 0.037, 0.121, 0.082, 0.061], "largest_force_ha_per_bohr": 0.1088, "homo_lumo_gap_ev": 7.3, "e_above_lowest_ev": 0.8929}

=====

{"formula": "C6H13NO", "method": "ωB97M-V/def2-TZVPD", "elements": ["C", "N", "C", "C", "C", "C", "C", "H", "H", "H", "H", "H", "H", "H", "H", "H", "H", "H", "H", "H", "O"], "positions_angstrom": [[-0.025, -0.902, -1.863], [0.352, -0.929, -0.437], [-0.256, 0.055, 0.353], [-1.273, -0.068, 1.210], [-2.041, -1.276, 1.633], [-0.530, 2.400, -0.394], [0.246, 1.410, 0.039], [0.675, -1.508, -2.442], [-0.007, 0.120, -2.223], [-1.065, -1.224, -1.991], [0.114, -1.862, -0.118], [-1.550, 0.854, 1.693], [-2.606, -1.758, 0.831], [-2.811, -1.025, 2.360], [-1.407, -2.051, 2.079], [-0.051, 3.354, -0.587], [-1.614, 2.359, -0.477], [1.306, 1.548, -0.141], [4.625, -0.350, -0.252], [3.953, 0.500, 0.845], [3.966, 0.352, -0.119]], "lowdin_spin": [0.059, 0.021, 0.048, 0.030, 0.048, 0.013, 0.063, 0.023, 0.003, 0.006, 0.027, 0.005, 0.008, 0.006, 0.011, 0.005, 0.000, 0.036, 0.107, 0.113, 0.368], "total_charge": -1, "multiplicity": 2, "largest_force_ha_per_bohr": 0.0218, "homo_lumo_gap_ev": [2.2, 8.6], "e_above_lowest_ev": 2.0243}

=====

{"formula": "C6H13NO", "method": "ωB97M-V/def2-TZVPD", "elements": ["C", "C", "C", "C", "C", "C", "N", "H", "H", "H", "H", "H", "H", "H", "H", "H", "H", "H", "H", "H", "O"], "positions_angstrom": [[1.770, -1.105, -1.984], [1.382, -0.295, -0.657], [-0.023, -0.663, -0.212], [-0.747, -0.374, 0.901], [-2.186, -0.719, 1.210], [-3.106, 0.121, 1.712], [0.992, -0.882, -3.176], [1.817, -2.203, -1.817], [2.819, -0.815, -2.217], [1.409, 0.810, -0.716], [2.009, -0.448, 0.147], [-0.702, -1.339, -0.802], [-0.208, 0.385, 1.601], [-2.494, -1.806, 1.085], [-3.078, 1.272, 1.622], [-4.010, -0.181, 2.050], [0.110, -1.221, -3.183], [1.147, 0.086, -3.486], [1.576, 3.016, 1.406], [1.538, 2.490, 2.789], [1.072, 3.042, 2.241]], "lowdin_spin": [0.014, 0.065, 0.204, 0.117, 0.148, 0.219, 0.003, 0.004, 0.004, 0.031, 0.008, 0.016, 0.018, 0.012, 0.028, 0.028, 0.001, 0.003, 0.021, 0.012, 0.046], "total_charge": -1, "multiplicity": 2, "largest_force_ha_per_bohr": 0.0891, "homo_lumo_gap_ev": [3.0, 7.1], "e_above_lowest_ev": 2.9032}

=====

{"formula": "C6H13NO", "method": "ωB97M-V/def2-TZVPD", "elements": ["C", "C", "C", "N", "H", "H", "H", "H", "H", "H", "H", "O", "C", "C", "C", "H", "H", "H", "H", "H", "H"], "positions_angstrom": [[-0.687, -2.910, -1.918], [-0.806, -1.422, -1.909], [0.314, -0.595, -2.020], [0.325, 0.783, -2.265], [0.373, -3.207, -2.023], [-1.087, -3.366, -1.039], [-1.301, -3.355, -2.772], [-1.767, -0.898, -2.047], [1.290, -0.926, -1.611], [0.947, 1.323, -1.681], [-0.589, 1.221, -2.389], [1.272, 1.524, 0.768], [0.292, 0.888, 1.076], [0.021, 0.306, 2.463], [-0.471, 1.439, 3.429], [-0.500, 0.749, 0.308], [0.949, -0.185, 2.856], [-0.761, -0.452, 2.360], [0.254, 2.190, 3.687], [-0.906, 1.009, 4.330], [-1.329, 1.984, 2.997]], "lowdin_spin": [0.002, 0.019, 0.001, 0.005, 0.000, 0.001, 0.001, 0.009, 0.003, 0.003, 0.016, 0.255, 0.317, 0.083, 0.111, 0.069, 0.018, 0.019, 0.011, 0.023, 0.035], "total_charge": -1, "multiplicity": 2, "largest_force_ha_per_bohr": 0.0859, "homo_lumo_gap_ev": [2.9, 7.6], "e_above_lowest_ev": 1.4274}

=====

{"formula": "C6H13NO", "method": "ωB97M-V/def2-TZVPD", "elements": ["C", "C", "N", "C", "C", "C", "H", "H", "H", "H", "H", "H", "H", "H", "H", "C", "O", "H", "H", "H", "H"], "positions_angstrom": [[-1.614, -1.294, -0.626], [-1.749, 0.021, -0.458], [-1.334, 0.835, 0.566], [-0.511, 0.608, 1.658], [-0.522, 1.470, 2.675], [0.428, -0.556, 1.619], [-1.133, -1.946, 0.075], [-2.017, -1.757, -1.509], [-2.288, 0.582, -1.217], [-1.771, 1.746, 0.582], [0.139, 1.355, 3.514], [-1.184, 2.320, 2.699], [1.231, -0.398, 2.333], [-0.081, -1.481, 1.884], [0.849, -0.651, 0.621], [2.263, -0.068, -2.520], [1.181, -0.115, -1.624], [2.032, 0.528, -3.404], [2.571, -1.068, -2.837], [3.090, 0.398, -1.985], [0.418, -0.528, -2.045]], "lowdin_charge": [-0.022, -0.223, 0.028, -0.391, 0.027, -0.046, 0.036, 0.045, 0.114, 0.134, 0.047, 0.047, 0.080, 0.078, 0.059, -0.162, -0.139, 0.075, 0.077, 0.080, 0.056], "largest_force_ha_per_bohr": 0.0132, "homo_lumo_gap_ev": 8.5, "e_above_lowest_ev": 2.3758}

=====

{"formula": "C6H13NO", "method": "ωB97M-V/def2-TZVPD", "elements": ["C", "C", "C", "O", "N", "C", "C", "C", "H", "H", "H", "H", "H", "H", "H", "H", "H", "H", "H", "H", "H"], "positions_angstrom": [[0.757, 2.219, 0.606], [1.632, 1.035, 0.382], [0.785, 0.041, -0.431], [0.755, 0.051, -1.627], [-0.135, -0.807, 0.212], [0.441, -1.506, 1.359], [-1.520, -0.290, 0.152], [-2.376, -0.913, -1.052], [0.395, 1.945, 1.585], [-0.067, 2.670, 0.021], [1.500, 3.087, 0.657], [2.551, 1.321, -0.280], [1.991, 0.587, 1.348], [1.363, -2.073, 0.936], [-0.240, -2.136, 1.872], [0.647, -0.684, 2.121], [-1.992, -0.488, 1.185], [-1.666, 0.757, 0.155], [-2.067, -1.953, -1.451], [-2.268, -0.297, -1.919], [-3.551, -1.022, -0.789]], "lowdin_charge": [-0.121, -0.196, -0.493, 0.111, -0.161, -0.064, -0.204, -0.089, 0.066, 0.093, 0.100, 0.145, 0.107, 0.132, 0.061, 0.088, 0.131, 0.075, 0.087, 0.029, 0.102], "largest_force_ha_per_bohr": 0.0742, "homo_lumo_gap_ev": 9.6, "e_above_lowest_ev": 2.9893}

=====

{"formula": "C6H13NO", "method": "ωB97M-V/def2-TZVPD", "elements": ["C", "C", "N", "C", "C", "C", "C", "O", "H", "H", "H", "H", "H", "H", "H", "H", "H", "H", "H", "H", "H"], "positions_angstrom": [[2.851, 1.005, 0.970], [1.514, 1.654, 0.594], [0.694, 0.784, -0.238], [0.093, -0.341, 0.488], [-0.625, -1.260, -0.528], [-2.166, -1.280, -0.402], [-2.930, -0.657, -1.516], [-2.487, -0.438, -2.611], [2.888, 0.049, 0.437], [2.920, 0.683, 2.007], [3.692, 1.612, 0.662], [0.953, 2.077, 1.444], [1.726, 2.558, 0.024], [-0.032, 1.348, -0.663], [0.890, -0.857, 0.987], [-0.625, 0.035, 1.227], [-0.250, -2.273, -0.354], [-0.282, -1.023, -1.533], [-2.443, -0.929, 0.593], [-2.404, -2.349, -0.323], [-3.979, -0.400, -1.264]], "lowdin_charge": [-0.094, -0.303, -0.101, -0.223, -0.169, -0.163, -0.274, 0.057, 0.068, 0.064, 0.063, 0.105, 0.102, 0.108, 0.098, 0.108, 0.103, 0.105, 0.106, 0.121, 0.119], "largest_force_ha_per_bohr": 0.0349, "homo_lumo_gap_ev": 9.8, "e_above_lowest_ev": 1.7816}

=====

{"formula": "C6H13NO", "method": "ωB97M-V/def2-TZVPD", "elements": ["C", "C", "C", "N", "C", "C", "C", "H", "H", "H", "H", "H", "H", "H", "H", "H", "H", "H", "O", "H", "H"], "positions_angstrom": [[0.742, 2.148, 1.639], [1.002, 1.028, 0.658], [0.860, -0.279, 0.888], [0.285, -0.797, 2.055], [0.971, -1.303, -0.200], [-0.006, -1.358, -1.106], [-0.105, -2.251, -2.269], [0.042, 1.827, 2.397], [0.347, 3.012, 1.105], [1.670, 2.522, 2.070], [1.479, 1.305, -0.275], [-0.011, -1.765, 2.105], [0.506, -0.294, 2.905], [1.784, -2.021, -0.202], [-0.710, -0.526, -1.122], [-1.033, -2.259, -2.860], [-0.060, -3.325, -2.055], [0.622, -2.027, -3.060], [-2.783, 2.423, -1.149], [-2.967, 1.473, -1.322], [-2.634, 2.468, -0.199]], "lowdin_charge": [-0.101, -0.138, -0.389, 0.091, -0.073, -0.160, -0.122, 0.055, 0.064, 0.068, 0.101, 0.089, 0.082, 0.110, 0.103, 0.069, 0.075, 0.080, -0.074, 0.045, 0.025], "largest_force_ha_per_bohr": 0.0462, "homo_lumo_gap_ev": 8.7, "e_above_lowest_ev": 2.1252}

=====

{"formula": "C6H13NO", "method": "ωB97M-V/def2-TZVPD", "elements": ["C", "C", "C", "O", "N", "C", "C", "C", "H", "H", "H", "H", "H", "H", "H", "H", "H", "H", "H", "H", "H"], "positions_angstrom": [[-1.788, -1.402, 1.864], [-0.485, -0.757, 1.443], [-0.126, -0.973, -0.003], [-0.456, -1.892, -0.698], [0.826, 0.028, -0.481], [1.895, -0.619, -1.242], [0.131, 1.065, -1.261], [0.021, 2.400, -0.548], [-1.744, -1.912, 2.828], [-2.077, -2.225, 1.212], [-2.642, -0.720, 1.902], [-0.398, 0.308, 1.630], [0.379, -1.154, 1.992], [2.429, -1.262, -0.545], [2.602, 0.162, -1.498], [1.599, -1.268, -2.070], [0.612, 1.222, -2.213], [-0.859, 0.722, -1.587], [0.174, 2.225, 0.523], [-0.922, 2.917, -0.598], [0.828, 3.136, -0.649]], "lowdin_charge": [-0.092, -0.152, -0.443, 0.119, -0.148, -0.085, -0.238, -0.087, 0.070, 0.070, 0.075, 0.099, 0.131, 0.084, 0.086, 0.087, 0.106, 0.121, 0.059, 0.062, 0.073], "largest_force_ha_per_bohr": 0.0415, "homo_lumo_gap_ev": 10.1, "e_above_lowest_ev": 1.4890}